[1]
The following is a DFT calculation (ωB97M-V with the def2-TZVPD basis set) of one molecule with the formula C21H23N3O4S.

The geometry in XYZ format:
```
52
Properties=species:S:1:pos:R:3:forces:R:3:nbo_charge:R:1
O 1.42640 -2.68955 -1.23228 -0.240 0.077 0.066 -0.545
C 0.25389 -2.96018 -1.03616 0.238 -0.024 0.037 0.591
C -0.66652 -1.98196 -0.44129 -0.321 0.169 0.447 -0.218
C -1.70945 -2.14002 0.39814 0.383 -0.082 -0.211 0.291
O -2.27007 -3.22520 0.93226 0.015 0.260 0.149 -0.639
C -2.23710 -0.80160 0.78556 -0.163 0.102 0.094 0.612
O -3.18169 -0.62722 1.53489 -0.089 -0.126 0.102 -0.632
N -1.47311 0.10960 0.15870 0.001 -0.123 0.001 -0.397
C -1.67027 1.53454 0.24260 -0.006 0.437 0.037 -0.215
C -0.43208 2.26488 0.75902 -0.039 -0.257 0.277 -0.445
C -0.03257 1.76860 2.15921 -0.091 0.092 -0.236 -0.204
N 1.15330 2.35834 2.73820 0.096 0.041 0.047 -0.446
C 2.39051 2.06629 2.03843 0.229 0.131 0.266 -0.254
C 3.55606 2.50517 2.92757 -0.012 -0.324 -0.259 -0.070
O 3.47940 3.87877 3.23169 0.084 0.120 -0.087 -0.523
C 2.26232 4.17678 3.87432 -0.379 0.158 0.004 -0.070
C 1.06556 3.78071 3.00673 0.302 0.013 0.204 -0.252
C -0.43141 -0.50562 -0.63977 0.201 -0.150 -0.086 -0.083
C -0.52061 -0.07404 -2.08804 -0.161 -0.189 -0.053 0.207
C -1.40576 -0.67989 -2.97226 0.088 0.134 -0.070 -0.252
C -1.44095 -0.22662 -4.28054 0.018 0.039 0.068 -0.158
C -0.60293 0.81289 -4.65265 -0.022 -0.046 0.066 -0.255
C 0.23147 1.35684 -3.68837 -0.063 0.109 -0.378 0.046
N 0.27165 0.92727 -2.44002 0.266 0.067 0.445 -0.431
C -0.29928 -4.26198 -1.39874 -0.250 -0.592 -0.290 -0.364
C 0.42326 -5.40371 -1.64497 -0.079 0.403 0.156 -0.169
C -0.37820 -6.48646 -2.03845 -0.109 -0.114 -0.056 -0.268
C -1.69785 -6.15387 -2.11340 -0.142 0.402 0.039 -0.389
S -1.98807 -4.52466 -1.68339 0.501 -0.384 -0.158 0.483
H -2.97668 -2.91003 1.52689 0.073 0.067 -0.068 0.511
H -1.93473 1.92191 -0.74867 -0.064 -0.037 0.117 0.206
H -2.51615 1.68306 0.91924 0.028 0.009 -0.118 0.233
H 0.38657 2.11466 0.05398 0.036 0.102 -0.053 0.221
H -0.65987 3.33103 0.79616 0.024 0.046 -0.083 0.212
H 0.13435 0.68783 2.12538 -0.089 -0.020 0.025 0.193
H -0.85970 1.95448 2.85134 -0.046 -0.102 -0.016 0.197
H 2.45411 0.99188 1.85584 0.026 -0.026 -0.050 0.206
H 2.46276 2.59970 1.07539 0.011 -0.079 0.002 0.170
H 4.51017 2.35708 2.41915 -0.051 -0.054 0.038 0.192
H 3.53872 1.91713 3.85741 0.016 0.011 -0.089 0.165
H 2.26956 5.25213 4.06080 -0.044 -0.061 0.032 0.190
H 2.20431 3.63735 4.83163 -0.025 0.065 -0.059 0.165
H 0.13764 3.98610 3.54393 -0.025 0.053 -0.002 0.204
H 1.08755 4.38293 2.08206 -0.050 0.013 0.051 0.167
H 0.56332 -0.22008 -0.27570 -0.103 -0.044 -0.029 0.244
H -2.04269 -1.48669 -2.64261 -0.053 -0.082 0.017 0.226
H -2.11095 -0.67890 -4.99706 -0.041 -0.031 -0.056 0.220
H -0.59760 1.19138 -5.66262 0.022 0.046 -0.080 0.223
H 0.90142 2.17437 -3.91965 0.022 0.063 -0.122 0.196
H 1.49124 -5.44072 -1.52916 0.192 0.044 0.013 0.239
H 0.00275 -7.46647 -2.26266 0.031 -0.171 -0.034 0.229
H -2.52197 -6.77822 -2.39804 -0.146 -0.157 -0.060 0.238
```
Positions in Å, forces in eV/Å.

Properties
Orbital gap = 8.07 eV
Spin multiplicity = 1
LUMO energy = -0.3489 eV

---

[2]
The following is a DFT calculation (ωB97M-V with the def2-TZVPD basis set) of C21H23N3S4W as an isolated structure.

The geometry in XYZ format:
```
52
Properties=species:S:1:pos:R:3:forces:R:3:nbo_charge:R:1
W 0.59046 -0.66791 -0.30955 -0.181 0.176 -0.404 0.845
S -1.63822 -1.54112 0.24360 0.202 0.116 0.063 0.454
C -1.26171 -2.07801 1.89724 -0.096 -0.098 -0.011 -0.311
C -2.01872 -3.13192 2.38761 0.051 -0.033 0.121 -0.137
C -1.61726 -3.75044 3.57516 -0.055 -0.013 -0.030 -0.130
C -0.49208 -3.31272 4.25698 0.011 0.021 -0.021 -0.106
C 0.24811 -2.21900 3.79285 -0.041 -0.043 0.033 -0.200
C -0.12638 -1.62177 2.60598 -0.094 0.021 0.066 -0.157
S 0.42351 -0.02094 2.07070 0.106 -0.131 -0.252 0.555
C 2.20551 0.27473 2.23940 -0.047 0.013 -0.052 -0.565
C 2.44593 1.30909 1.15254 -0.088 -0.074 -0.075 0.194
C 3.33972 2.33404 1.33459 0.042 0.075 -0.015 -0.191
C 3.52225 3.25908 0.30683 0.067 0.055 0.048 -0.034
C 2.78007 3.14226 -0.85567 0.030 0.102 -0.068 -0.197
C 1.86958 2.10856 -0.98170 -0.101 -0.179 0.100 0.226
C 0.98018 2.04501 -2.19726 -0.060 -0.011 0.040 -0.562
S 0.25235 0.38037 -2.44372 0.079 -0.280 0.503 0.526
C -1.48397 0.66521 -2.66188 -0.034 0.103 -0.074 -0.139
C -1.99790 0.85554 -3.92719 -0.110 0.026 -0.018 -0.187
C -3.35897 1.16913 -4.05246 0.042 -0.009 -0.042 -0.100
C -4.17069 1.29534 -2.93651 -0.011 -0.002 0.059 -0.135
C -3.65348 1.09336 -1.65639 0.006 0.002 -0.099 -0.119
C -2.30944 0.76449 -1.53121 -0.051 0.064 -0.074 -0.342
S -1.62096 0.57156 0.06073 0.092 -0.059 0.100 0.506
N 1.71451 1.18255 -0.00327 0.052 0.096 0.002 -0.541
H -2.89380 -3.48530 1.85323 0.012 0.000 0.023 0.273
H -2.20059 -4.57536 3.96504 0.011 0.006 0.001 0.286
H -0.19845 -3.79552 5.18089 -0.004 0.005 -0.005 0.284
H 1.07132 -1.83330 4.38287 -0.011 -0.018 -0.007 0.265
H 2.76487 -0.65524 2.11475 0.021 0.014 -0.002 0.249
H 2.41689 0.68291 3.22656 0.036 0.031 0.010 0.308
H 3.89028 2.41976 2.26325 0.004 0.016 -0.020 0.284
H 4.23069 4.07085 0.42548 -0.007 -0.004 -0.011 0.291
H 2.89382 3.86098 -1.65830 0.008 -0.004 0.023 0.283
H 1.51703 2.31831 -3.10486 0.020 0.015 -0.009 0.303
H 0.13143 2.72403 -2.08504 0.025 0.060 -0.006 0.293
H -1.37464 0.77227 -4.80976 -0.008 0.017 0.016 0.271
H -3.77556 1.32226 -5.04037 0.010 -0.008 0.003 0.283
H -5.21698 1.54865 -3.05136 0.007 -0.005 -0.012 0.285
H -4.28949 1.18786 -0.78346 0.009 -0.004 -0.028 0.270
N 2.77793 -1.19906 -0.76773 -0.067 -0.128 0.105 -0.827
C 3.10582 -2.67669 -0.84201 0.103 0.193 -0.038 -0.250
C 1.87885 -3.40940 -0.37485 -0.198 0.071 0.028 -0.239
N 0.72467 -2.74665 -1.08224 0.121 -0.026 0.153 -0.825
H 3.04335 -0.76656 -1.65110 0.045 0.014 -0.047 0.427
H 3.39442 -0.75540 -0.09169 0.045 -0.018 0.033 0.421
H 3.97620 -2.90302 -0.23074 0.021 -0.012 0.007 0.273
H 3.35360 -2.92568 -1.87341 -0.014 -0.045 -0.009 0.252
H 1.71585 -3.27731 0.70028 0.021 -0.039 0.039 0.217
H 1.91100 -4.48020 -0.56997 0.004 -0.010 -0.117 0.288
H -0.11709 -3.30852 -0.97856 -0.038 -0.056 0.021 0.443
H 0.90690 -2.75714 -2.08970 0.015 0.000 -0.049 0.438
```
Positions in Å, forces in eV/Å.

Properties
Orbital gap (spin up / spin down) = 6.75 / 6.72 eV
Total charge = +4
Spin multiplicity = 1
LUMO energy (spin up / spin down) = -14.2101 / -14.2188 eV

---

[3]
The following is a DFT calculation (ωB97M-V with the def2-TZVPD basis set) of C21H23N9O7RhSi as an isolated structure at a distorted geometry.

The geometry in XYZ format:
```
62
Properties=species:S:1:pos:R:3:forces:R:3:nbo_charge:R:1
Rh 0.00230 0.05718 -0.22462 0.584 0.595 0.744 1.124
N 3.89534 -1.49039 -0.20168 -0.074 -0.001 0.054 -0.475
C 4.28296 -0.38594 -0.93129 0.018 -0.006 0.029 -0.049
C 3.16369 0.36483 -1.12029 0.055 -0.048 -0.060 -0.041
N 2.11005 -0.26488 -0.52003 -0.109 -0.732 -0.193 -0.478
C 2.57700 -1.37908 0.02638 -0.396 0.145 0.282 0.323
C 1.60009 -2.14538 0.79350 0.022 0.330 -0.215 0.314
N 0.37265 -1.63528 0.86608 0.164 -0.105 -0.164 -0.391
C -0.39646 -2.52300 1.56649 0.053 0.095 0.244 -0.050
C 0.38771 -3.56654 1.95296 -0.020 0.022 -0.035 -0.056
N 1.64510 -3.31475 1.45139 0.010 0.057 -0.072 -0.473
H 4.50880 -2.22130 0.11911 0.004 0.008 -0.015 0.440
H 5.30329 -0.23876 -1.23413 0.014 0.010 -0.020 0.250
H 3.05462 1.30459 -1.63064 -0.010 -0.005 -0.039 0.246
H -1.43554 -2.33130 1.76405 -0.013 -0.056 -0.026 0.256
H 0.17408 -4.44775 2.52914 -0.027 -0.009 0.012 0.250
H 2.44635 -3.91479 1.55664 -0.009 -0.004 0.001 0.441
C -1.16164 2.83359 1.76729 -0.012 0.111 0.055 -0.654
C -2.14028 1.88910 1.15962 -0.052 0.121 -0.010 0.290
C -3.51452 2.01784 1.29390 0.071 0.035 0.037 -0.301
C -4.37164 1.07656 0.72501 0.053 -0.021 -0.001 -0.096
C -3.88967 -0.01532 0.02872 0.151 0.104 -0.007 -0.326
C -2.50201 -0.09238 -0.09022 0.230 0.300 0.155 0.399
N -1.68428 0.86250 0.43523 -0.878 -0.951 0.153 -0.442
N -1.66489 -0.99705 -0.63682 0.296 0.128 -0.499 -0.836
Si -1.94047 -2.32517 -1.77957 -0.082 -0.103 0.046 1.796
C -2.84396 -3.68365 -0.85010 0.034 0.024 -0.112 -1.130
C -3.04561 -1.79705 -3.19172 0.148 0.016 0.087 -1.144
C -0.24581 -2.93954 -2.29145 -0.028 0.093 -0.015 -1.132
H -1.50859 3.14558 2.75101 0.017 -0.011 0.016 0.238
H -1.06176 3.72975 1.15401 0.025 -0.024 -0.023 0.252
H -0.17330 2.38743 1.84352 -0.026 0.028 0.023 0.241
H -3.91189 2.85261 1.85256 0.020 -0.001 0.022 0.236
H -5.43952 1.20090 0.84707 -0.017 -0.015 -0.008 0.234
H -4.53580 -0.76545 -0.40000 -0.017 -0.021 -0.029 0.239
H -3.76542 -3.32298 -0.38964 -0.017 0.035 0.025 0.240
H -2.24842 -4.18010 -0.08205 0.046 0.079 -0.010 0.231
H -3.13614 -4.44720 -1.57598 -0.017 -0.038 -0.003 0.252
H -4.09576 -1.81461 -2.89488 -0.011 0.021 0.042 0.242
H -2.93822 -2.50214 -4.01876 0.003 -0.045 -0.006 0.253
H -2.81042 -0.80555 -3.57510 0.046 0.004 0.009 0.266
H 0.03990 -3.81070 -1.69872 0.017 -0.018 0.036 0.232
H 0.53310 -2.18021 -2.20532 -0.056 0.032 0.000 0.239
H -0.26594 -3.24519 -3.33829 -0.003 -0.053 -0.019 0.260
O 0.05998 5.38917 -5.87930 0.002 0.015 -0.042 -0.364
N 0.61859 5.69316 -4.84683 -0.041 -0.017 0.022 0.537
O 1.17261 6.74722 -4.62433 0.025 0.030 -0.017 -0.358
C 0.61748 4.69699 -3.77049 -0.057 -0.121 -0.019 -0.038
C 1.27998 4.97288 -2.58884 -0.047 -0.113 0.055 -0.107
C 1.24717 4.04492 -1.57112 0.004 0.037 -0.132 -0.077
C 0.58407 2.78821 -1.67627 0.102 0.204 -0.028 0.470
O 0.52331 1.98945 -0.67958 -0.237 -0.374 -0.080 -0.717
C 0.01052 2.55646 -2.95520 -0.018 -0.100 -0.027 -0.097
C -0.01856 3.48806 -3.97133 0.099 0.161 0.102 -0.105
N -0.55898 1.25244 -3.25719 -0.044 0.186 -0.135 0.542
O 0.00490 0.26917 -2.78775 -0.021 -0.056 -0.242 -0.431
O -1.52390 1.20114 -3.98474 0.021 -0.034 0.046 -0.339
N 1.98448 4.39598 -0.34929 -0.074 0.159 -0.013 0.531
O 1.55090 4.01614 0.71751 0.010 -0.047 0.022 -0.364
O 2.97729 5.07920 -0.49612 0.061 -0.065 0.017 -0.362
H 1.81123 5.90459 -2.45900 0.006 -0.001 -0.011 0.287
H -0.50734 3.26601 -4.90881 0.005 0.008 -0.008 0.284
```
Positions in Å, forces in eV/Å.

Properties
Orbital gap = 7.02 eV
Total charge = +1
Spin multiplicity = 1
LUMO energy = -3.9820 eV

---

[4]
The following is a DFT calculation (ωB97M-V with the def2-TZVPD basis set) of one molecule with the formula C21H23NO4S.

The geometry in XYZ format:
```
50
Properties=species:S:1:pos:R:3:forces:R:3:nbo_charge:R:1
C -4.92849 -4.30842 -0.73176 0.433 -0.085 0.216 -0.217
C -3.83235 -4.36196 -0.25469 -0.388 0.056 -0.169 -0.027
C -2.50255 -4.36131 0.32560 0.439 -0.162 0.166 -0.308
N -1.83381 -3.09668 0.10903 -0.346 0.152 0.243 -0.591
C -0.65328 -3.00428 -0.53568 0.018 -0.062 0.054 0.636
O -0.01780 -3.96437 -0.92649 0.095 -0.043 -0.069 -0.617
C -0.16742 -1.60196 -0.70955 0.427 0.224 -0.383 0.189
C 1.01780 -1.35338 -1.26708 -0.409 0.001 0.029 -0.214
C 1.56934 0.03282 -1.41146 -0.080 0.203 0.138 -0.268
C 3.04092 0.08432 -1.11164 -0.014 0.241 -0.492 -0.062
C 3.93613 0.71672 -1.90421 0.148 -0.107 0.210 -0.360
S 5.56317 0.66317 -1.32254 -0.183 -0.125 0.176 0.399
C 5.05192 -0.25626 0.06420 -0.138 0.149 -0.289 -0.196
C 5.86353 -0.72434 1.08639 0.038 -0.073 0.130 -0.220
C 5.28051 -1.44504 2.10697 0.170 0.049 -0.034 -0.197
C 3.90911 -1.69721 2.10449 -0.136 -0.039 0.044 -0.222
C 3.10290 -1.23262 1.08979 -0.041 -0.031 0.077 -0.210
C 3.66441 -0.49561 0.04441 0.455 -0.001 0.151 -0.022
C 0.78693 0.96947 -0.48133 -0.431 -0.192 -0.121 -0.435
C -0.70682 0.69213 -0.62783 0.420 0.422 -0.426 0.397
O -1.40659 1.56015 0.19625 0.139 -0.030 0.082 -0.546
C -2.82026 1.54929 0.01671 -0.443 -0.117 0.126 -0.067
C -3.45965 2.64528 0.86619 0.152 -0.019 -0.419 -0.425
C -3.40223 4.05447 0.26549 0.375 0.035 0.217 -0.426
C -2.05264 4.76467 0.42542 -0.456 0.196 0.109 -0.058
O -1.04461 4.26154 -0.40965 0.286 -0.364 -0.248 -0.739
O -1.03697 -0.63826 -0.25962 0.069 -0.239 0.193 -0.533
H -5.88906 -4.29313 -1.15333 -0.527 0.029 -0.235 0.232
H -2.57482 -4.57370 1.40081 0.086 -0.060 -0.206 0.222
H -1.88201 -5.12888 -0.15000 -0.082 0.087 0.191 0.269
H -2.30609 -2.24710 0.37590 0.067 -0.033 -0.071 0.416
H 1.60916 -2.18963 -1.60212 -0.031 -0.194 -0.001 0.253
H 1.43089 0.36344 -2.44975 0.028 -0.022 0.099 0.227
H 3.74125 1.23101 -2.82577 -0.143 0.084 -0.200 0.233
H 6.92403 -0.52616 1.07347 0.124 -0.003 0.045 0.220
H 5.89148 -1.82109 2.91354 0.060 -0.030 0.067 0.214
H 3.47527 -2.26948 2.91082 -0.047 -0.048 0.059 0.215
H 2.04562 -1.44715 1.08995 -0.080 -0.029 0.052 0.220
H 0.98008 2.01459 -0.72100 0.017 0.014 0.007 0.235
H 1.06561 0.79210 0.55838 0.012 0.030 0.038 0.226
H -1.01711 0.83144 -1.68489 0.011 -0.079 0.266 0.148
H -3.20830 0.57000 0.32079 0.071 0.108 -0.057 0.183
H -3.05102 1.69630 -1.04813 0.014 -0.020 0.077 0.174
H -4.50778 2.37371 1.00448 0.021 -0.070 0.057 0.216
H -2.97787 2.64191 1.84552 -0.075 -0.065 0.117 0.214
H -3.65252 4.01233 -0.79651 -0.065 0.068 -0.051 0.203
H -4.15559 4.66793 0.76328 -0.051 0.045 -0.020 0.211
H -2.16542 5.81733 0.15119 -0.014 -0.067 0.121 0.179
H -1.73975 4.71470 1.47966 -0.072 0.082 -0.043 0.150
H -0.95727 3.31720 -0.20371 0.077 0.130 -0.024 0.478
```
Positions in Å, forces in eV/Å.

Properties
Orbital gap = 8.87 eV
Spin multiplicity = 1
LUMO energy = 0.6062 eV

---

Going through the records in order, we get energy relative to the best compared isomer or geometry (same formula, charge and spin) values of 221.5, 0.0, 174.2, 318.5 kJ/mol.
Going through the records in order, we get total energy values of -45645.581, -71747.069, -60767.418, -42663.902 eV.